# C22H34N8OSbSe4V

A molecular structure, C22H34N8OSbSe4V at a distorted geometry (ωB97M-V/def2-TZVPD, the OMol25 dataset).

Structure (XYZ):
```
71
Properties=species:S:1:pos:R:3:forces:R:3
V 0.2486 -0.5587 0.0875 0.847 -0.470 -2.710
C -0.3887 3.0724 0.0040 -0.143 0.159 -0.104
N -1.6620 2.5822 0.5070 0.044 0.386 0.159
C -2.2111 3.3362 1.6333 0.010 0.007 -0.105
C -2.1071 1.3736 0.1687 0.051 0.131 -0.453
N -1.3452 0.5706 -0.5653 -0.884 -0.584 -0.985
C -2.0569 -0.3234 -1.4275 -0.311 0.030 -0.187
C -2.9973 0.1239 -2.3553 0.133 -0.232 0.074
C -3.6117 -0.7712 -3.2273 -0.014 0.010 0.043
C -3.3067 -2.1258 -3.1569 0.074 -0.008 0.101
C -2.3776 -2.5887 -2.2294 -0.003 0.230 -0.062
C -1.7238 -1.6979 -1.3768 0.047 -0.082 0.153
N -0.8116 -2.0501 -0.3699 -1.045 -1.177 -0.215
C 0.5258 -2.3864 -0.5553 1.353 0.729 -2.407
N 1.2943 -2.3191 0.6641 -0.421 -0.734 0.301
C 0.8113 -3.0309 1.8557 0.142 -0.423 -0.375
C 2.7435 -2.4131 0.5548 -0.120 0.086 -0.074
N 1.2347 -2.7509 -1.7702 -0.463 -1.146 0.757
C 0.8686 -2.1225 -3.0258 0.073 0.146 0.057
C 1.3776 -4.1997 -1.9543 -0.039 0.193 -0.003
N -3.3608 0.9933 0.5462 -0.138 0.202 0.359
C -4.4962 1.8869 0.5265 0.046 -0.065 -0.047
C -3.5770 -0.2973 1.1803 -0.130 -0.080 -0.299
H -0.4336 4.1612 -0.0723 -0.041 -0.056 -0.003
H -0.1766 2.6401 -0.9674 -0.053 -0.039 -0.109
H 0.4126 2.8084 0.6901 0.102 -0.022 0.155
H -1.3904 3.7987 2.1752 0.104 -0.007 0.074
H -2.7233 2.6812 2.3299 0.005 -0.051 0.018
H -2.8900 4.1224 1.2869 0.037 -0.014 0.010
H -3.2217 1.1843 -2.3990 -0.012 -0.015 -0.022
H -4.3284 -0.4133 -3.9589 0.041 -0.004 0.059
H -3.7998 -2.8276 -3.8196 0.019 0.013 0.005
H -2.1543 -3.6438 -2.1467 0.044 -0.069 -0.020
H -0.2585 -2.9229 1.9392 -0.277 0.042 -0.052
H 1.2625 -2.5938 2.7371 0.110 0.129 0.151
H 1.0658 -4.0978 1.8047 0.045 -0.001 -0.024
H 3.0934 -1.8895 -0.3254 0.007 0.069 -0.127
H 3.0834 -3.4521 0.5024 -0.012 -0.069 -0.018
H 3.1792 -1.9554 1.4397 0.017 0.050 0.134
H 0.4627 -1.1271 -2.8652 -0.030 0.031 0.092
H 0.1101 -2.6849 -3.5834 -0.022 -0.024 0.025
H 1.7607 -2.0272 -3.6582 -0.058 -0.061 0.016
H 1.6402 -4.6660 -1.0058 0.043 0.007 0.013
H 2.1742 -4.4102 -2.6758 -0.033 0.016 0.031
H 0.4520 -4.6719 -2.3193 -0.004 0.008 -0.014
H -4.2497 2.7945 -0.0223 -0.006 -0.014 0.044
H -4.8384 2.1519 1.5319 0.017 0.034 -0.011
H -5.3172 1.3878 0.0014 -0.024 0.006 0.009
H -2.6355 -0.8163 1.3038 0.195 -0.055 -0.026
H -4.2474 -0.9236 0.5819 -0.042 0.039 0.000
H -3.9997 -0.1441 2.1753 -0.036 0.034 0.025
N 4.2754 2.6585 2.5613 0.035 -0.185 -0.151
C 4.8367 2.2976 1.3930 0.148 0.049 0.217
O 6.0372 2.3876 1.1594 -0.162 0.000 -0.062
C 3.9039 1.7635 0.3376 -0.057 -0.103 0.286
C 4.2343 1.9271 -0.9936 0.033 0.019 -0.075
C 3.3356 1.4571 -1.9288 -0.227 0.034 -0.257
C 2.1587 0.8574 -1.5107 0.208 0.140 -0.098
N 1.8461 0.6102 -0.2239 2.353 1.120 -1.363
C 2.7502 1.0687 0.6689 -0.147 0.067 0.041
H 4.8849 3.0029 3.2834 0.073 0.009 -0.029
H 3.2723 2.7147 2.7571 0.059 0.033 -0.092
H 5.1596 2.4173 -1.2693 -0.023 -0.029 0.058
H 3.5215 1.5665 -2.9895 -0.044 0.019 0.013
H 1.4268 0.5623 -2.2447 -0.103 -0.131 -0.049
H 2.5250 0.8662 1.7011 -0.115 -0.030 0.192
Se 1.2777 3.5349 3.8522 0.149 -0.200 -0.021
Sb 0.0801 1.4131 4.1410 -0.654 1.187 0.016
Se 0.0462 0.0854 2.0660 -1.257 1.278 6.683
Se 1.4696 0.2328 5.8203 0.419 -0.218 0.313
Se -2.1452 1.8098 5.0247 0.070 -0.340 -0.033
```
Forces are in eV/Å.

The calculation puts the molecular weight at 915.11 Da. For the energy above the lowest of the compared OMol25 structures with the same formula, charge and spin, the calculation gives 44.7 kcal per mole. The HOMO energy (spin up / spin down) comes out at -3.379 / -3.335 eV. As for the spin multiplicity: 4. Its net charge is -1. Its LUMO energy (spin up / spin down) is 2.242 / 0.705 eV. The frontier orbital gap (spin up / spin down) is 5.6 / 4.0 eV.